{"formula": "C23H34Cl58NO5P2S2", "method": "ωB97M-V with the def2-TZVPD basis set", "e_lumo_ha": 0.0429, "charge": -1, "multiplicity": 1, "homo_ev": -4.9, "gap_ev": 6.1, "species": ["Cl", "P", "H", "Cl", "H", "Cl", "Cl", "H", "Cl", "Cl", "Cl", "N", "C", "Cl", "Cl", "H", "Cl", "Cl", "Cl", "Cl", "Cl", "Cl", "Cl", "Cl", "Cl", "C", "H", "H", "Cl", "H", "P", "Cl", "H", "H", "C", "C", "H", "H", "Cl", "Cl", "O", "H", "Cl", "Cl", "H", "Cl", "C", "C", "C", "Cl", "H", "Cl", "S", "Cl", "Cl", "H", "C", "H", "O", "H", "Cl", "C", "Cl", "Cl", "C", "H", "Cl", "Cl", "H", "H", "Cl", "C", "C", "Cl", "Cl", "Cl", "C", "Cl", "H", "Cl", "O", "H", "S", "Cl", "Cl", "H", "H", "Cl", "C", "Cl", "H", "Cl", "Cl", "Cl", "H", "C", "C", "Cl", "C", "C", "Cl", "Cl", "C", "H", "Cl", "Cl", "H", "C", "Cl", "H", "Cl", "O", "C", "H", "C", "H", "O", "H", "Cl", "Cl", "H", "Cl", "H", "Cl", "C"], "xyz": [[11.385022, 8.819543, -2.746510], [0.200360, 2.672552, -0.471774], [6.188091, 1.365149, -2.114962], [7.799673, 5.050892, -0.658020], [-1.365753, 1.233530, -3.540348], [2.901110, -5.583490, 7.869600], [2.930293, 5.466147, 0.071928], [0.430319, 1.056750, 0.829358], [1.076633, -7.025777, 3.541377], [-1.944143, -4.169154, 7.774980], [2.542786, -3.439910, 4.964513], [1.764630, 2.497199, -0.635056], [-5.193275, 3.363100, -0.793678], [3.082668, -2.244212, -3.647760], [-1.020454, -6.712119, 8.844431], [1.390598, 7.159435, 0.520496], [7.038846, 7.850495, -0.554428], [5.715625, 11.879202, -3.357752], [0.203395, -6.792750, -5.518919], [-0.028288, -5.760954, 6.289945], [-1.258126, -8.198613, 4.863974], [-6.766242, -0.905077, 3.252829], [4.737332, -7.557478, 6.777925], [-7.871584, 6.546253, -3.463650], [-2.831143, -3.010318, -1.174500], [6.850474, 12.518301, -2.169049], [-2.663685, 1.033673, 8.254692], [-5.996694, -9.384731, 2.837796], [-4.186635, -1.405298, 2.057876], [0.869152, -7.874928, -3.554326], [-0.810976, 1.804050, -2.332283], [2.446560, -9.538649, -6.446580], [-2.715299, 2.776983, -0.078227], [-5.529016, -2.899445, 3.295204], [-3.130291, 1.828754, -0.423568], [-6.968223, 5.222294, -4.204539], [0.217262, -3.078563, 4.940978], [-0.024384, 0.609295, -2.182472], [5.980715, 6.134228, -2.645232], [7.459446, 14.099288, -2.670918], [-0.086553, 4.289068, -0.251146], [4.470120, -9.864388, -5.315972], [-1.642962, 0.198104, 6.309308], [10.337794, 10.764272, -4.633628], [-1.006887, 4.465784, -0.015415], [-3.554264, -1.118038, 8.033512], [6.506040, 6.215951, -0.963429], [1.053429, -2.663573, 4.391053], [1.683264, -2.939847, -4.469789], [-8.220050, -4.175118, 4.965538], [-3.329029, 1.244067, 0.486709], [1.139144, -0.939830, 4.738657], [-2.039056, 3.647079, -2.729218], [6.098451, 12.614463, -0.575533], [3.164925, -8.706008, -3.755372], [0.227644, -4.779250, 8.398568], [-2.210976, 0.971343, -1.313377], [-1.235831, 4.730997, -2.712739], [-7.269991, 4.325418, 0.614963], [5.664976, 5.962793, -0.332292], [-6.760457, 1.518338, 1.199523], [-4.520203, 2.005756, -1.096876], [2.942941, 7.370943, 2.264413], [-4.881699, -4.204880, 0.464855], [-6.649360, -8.525837, 2.754969], [-1.721520, 0.243954, -0.656013], [5.112388, -4.728933, 6.219035], [-7.071105, 5.306927, -5.966723], [7.458863, 4.396807, -6.488675], [-7.413530, 4.288650, -3.882565], [9.120969, 5.775958, -5.576121], [2.468438, 7.084454, 0.585187], [-5.273179, -1.849087, 3.377723], [1.786697, -2.678005, -6.216305], [0.189396, -2.262638, -3.831446], [5.696681, 1.074706, -4.389629], [10.047006, 9.219279, -3.825384], [3.170259, 8.311938, -0.475578], [-2.811834, 0.379016, -2.014719], [-0.093941, -5.889681, -2.778041], [-7.701188, 2.763353, -1.195497], [7.690336, 11.838099, -2.106571], [-6.846908, 3.137526, -0.086106], [-8.041904, -4.391499, 2.075839], [0.792268, -2.972022, 2.672584], [9.980524, 8.448665, -4.581909], [1.679856, -4.008190, -4.291534], [-3.371253, -5.853453, -1.401710], [-4.070130, -4.261410, -1.102232], [-1.432324, -8.313421, -3.659627], [-4.799776, -4.064157, -1.876657], [5.318307, -0.802817, -2.198155], [-7.159076, -8.059153, 4.379995], [-8.037545, -8.982226, 1.761093], [2.210513, 3.404183, -0.615966], [-2.256499, 0.080200, 7.945583], [5.367930, 0.909500, -2.655940], [3.894865, 1.771666, -2.199020], [-0.583435, -5.288011, 7.893252], [3.935058, -6.009898, 6.500547], [4.606570, -7.643325, -6.038618], [-0.936497, -0.337426, 9.042515], [8.154253, 4.294206, -5.666128], [-4.552873, 3.905408, -0.097596], [7.230060, 4.072784, -4.186976], [-5.284896, 5.239340, -3.676161], [-5.154679, 1.140745, -0.903481], [3.765578, -9.046248, -5.383288], [-4.526004, -1.579987, 4.964619], [-4.317378, 1.998367, -2.173394], [-5.757135, -7.207742, 2.004538], [0.484879, 2.493007, -3.238161], [-0.178259, -8.269472, 3.470137], [-0.765993, -8.089307, 2.585537], [-9.102579, -4.536717, 3.479225], [-5.399611, 3.941946, -1.698602], [-0.186550, 1.800090, 0.890549], [3.311433, -6.103894, 5.619601], [9.187669, 2.898444, -5.989930], [-9.828125, -6.146664, 3.555727], [-9.898441, -3.811578, 3.373547], [8.522088, 9.253713, -2.943026], [0.049527, 3.067986, -3.878909], [0.552249, -9.872856, 3.329153], [0.001281, -7.294402, -3.840165]], "forces_ev_per_a": [[-0.020, -0.024, -0.035], [2.159, 0.097, -0.410], [0.107, -0.113, -0.088], [-0.017, -0.003, 0.018], [-0.086, 0.354, 0.051], [0.218, -0.092, 0.143], [0.208, 0.368, 0.139], [0.196, 0.096, 0.273], [-0.026, 0.025, -0.050], [0.116, -0.001, 0.014], [-0.227, 0.083, -0.188], [-0.762, 0.202, 0.465], [0.136, -1.340, 0.846], [-0.299, -0.145, -0.214], [0.040, 0.014, 0.002], [0.002, -0.026, 0.006], [-0.178, -0.106, 0.305], [0.045, -0.014, 0.025], [0.033, 0.030, 0.051], [-0.022, 0.431, 0.242], [-0.078, -0.361, -0.368], [-0.066, -0.245, 0.147], [-0.053, 0.041, -0.023], [-0.023, -0.032, 0.004], [0.000, 0.017, -0.081], [-0.075, 0.019, -0.015], [0.009, 0.012, -0.042], [-0.011, 0.005, -0.009], [0.053, 0.091, 0.324], [-0.169, 0.039, -0.073], [0.462, -1.943, -0.943], [0.064, -0.068, 0.043], [0.157, 0.013, -0.347], [0.017, 0.016, -0.020], [-1.141, -1.313, 0.270], [0.074, 0.062, 0.069], [0.031, -0.051, 0.000], [0.198, 0.232, 0.441], [-0.416, 0.634, 0.712], [0.022, -0.030, 0.005], [-0.396, -0.814, 0.829], [-0.013, 0.001, 0.037], [-0.109, 0.143, -0.092], [0.006, -0.013, -0.034], [-0.060, 0.011, -0.256], [-0.052, 0.074, 0.188], [-0.024, 0.083, -0.153], [0.070, 0.048, 0.001], [0.065, 0.070, 0.103], [-0.003, 0.005, -0.020], [0.199, 0.278, 0.114], [0.004, 0.000, -0.150], [-1.191, 1.195, -0.198], [0.034, -0.027, -0.012], [0.214, -0.102, 0.061], [-0.009, -0.002, 0.011], [-0.025, 0.452, 0.673], [0.126, -0.384, 0.075], [0.620, -0.909, 0.445], [-0.045, -0.004, 0.022], [0.137, 0.619, -0.248], [0.897, 0.753, -0.961], [-0.020, 0.018, -0.009], [-0.190, -0.296, -0.105], [-0.058, 0.168, 0.051], [0.209, 0.124, -0.178], [0.157, -0.123, -0.004], [-0.016, -0.030, 0.007], [0.033, 0.024, -0.015], [-0.007, 0.019, 0.018], [0.039, 0.046, -0.067], [0.044, -0.111, -0.063], [0.038, 0.319, -0.012], [0.016, -0.061, -0.028], [-0.040, -0.014, 0.018], [-0.019, -0.265, -0.066], [-0.034, 0.150, 0.079], [0.006, 0.009, -0.002], [0.014, 0.182, -0.013], [0.084, -0.013, -0.030], [0.583, -0.560, 0.689], [0.001, 0.011, -0.018], [-0.999, 1.698, -1.651], [-0.057, 0.026, 0.008], [0.021, 0.014, 0.142], [-0.010, 0.004, 0.003], [-0.038, 0.008, -0.035], [-0.109, -0.020, 0.032], [0.227, 0.116, 0.040], [0.024, -0.023, 0.009], [-0.031, 0.002, 0.045], [0.211, 0.173, 0.188], [0.129, -0.190, 0.058], [0.025, -0.046, 0.030], [0.072, -0.235, -0.131], [0.117, -0.160, -0.043], [-0.281, 0.607, 0.062], [0.307, -0.635, -0.077], [-0.091, 0.043, -0.084], [0.016, 0.009, 0.127], [-0.013, -0.046, 0.035], [-0.038, -0.009, 0.156], [-0.077, -0.252, 0.245], [-0.433, 0.262, 0.057], [0.528, -0.354, -0.710], [-0.020, 0.054, -0.290], [-0.030, 0.120, 0.103], [-0.064, 0.133, -0.166], [-0.073, -0.151, -0.342], [-0.271, 0.008, 0.048], [0.124, -0.078, -0.090], [-0.415, 0.161, 0.250], [0.038, -0.164, 0.209], [-0.074, 0.039, -0.147], [0.074, -0.067, -0.004], [-0.060, -0.093, 0.458], [-0.721, 0.596, -0.551], [-0.034, 0.010, 0.030], [0.004, 0.037, -0.053], [-0.131, 0.207, -0.061], [0.009, 0.003, 0.016], [0.178, -0.025, -0.242], [0.114, 0.010, -0.061], [-0.021, 0.043, -0.024], [-0.090, 0.120, 0.032]], "mulliken_charge": [-0.130, 0.578, 0.298, -0.143, -0.034, -0.095, -0.103, 0.209, -0.120, -0.035, -0.052, -0.416, 0.377, -0.034, -0.140, 0.309, -0.112, -0.112, -0.111, 0.105, -0.117, -0.103, -0.141, -0.139, -0.033, 0.360, 0.354, 0.345, 0.064, -0.210, 0.248, -0.104, 0.032, 0.094, 0.062, 0.110, 0.027, -0.166, -0.109, -0.145, -0.437, 0.333, -0.060, -0.143, 0.289, -0.126, 0.406, 0.217, 0.120, -0.112, 0.076, -0.133, -0.431, -0.127, -0.126, 0.219, -1.077, 0.135, -0.585, -0.042, -0.127, -1.000, -0.145, -0.070, -0.104, 0.310, -0.132, -0.149, 0.296, 0.230, -0.123, -0.002, 0.027, -0.167, -0.039, -0.150, 0.294, -0.091, 0.722, -0.065, -0.581, 0.016, 1.042, -0.041, -0.053, -0.003, 0.088, -0.096, -0.148, -0.153, 0.301, -0.160, -0.102, -0.118, -0.226, -0.040, -0.058, 0.038, -0.100, 0.514, -0.104, -0.130, -0.039, 0.469, 0.003, -0.111, 0.775, 0.004, -0.013, 0.307, -0.018, -0.533, 0.030, 0.303, -0.080, -0.796, -0.351, -0.162, -0.133, -0.107, 0.346, -0.020, 0.265, -0.140, 0.535]}